Entry 1:
190
Properties=species:S:1:pos:R:3 method="wB97M-V/def2-TZVPD" gap_ev=3.10 e_homo_ha=-0.334 charge=+4 de_lowest_ev=0.000 energy_ha=-3058.6144
C 1.1439 -0.1424 0.5950
O 0.1805 0.1186 -0.4006
H 1.8723 -0.8970 0.2981
H 1.7208 0.7504 0.8361
H 0.6461 -0.4090 1.5273
C 14.5718 3.6980 5.8383
C 13.9094 3.5125 4.4683
N 12.3179 3.4289 4.5505
C 11.8692 2.3097 5.5371
C 11.7346 4.7496 5.0389
C 12.1129 6.0719 4.3105
C 11.8141 3.0987 3.0765
C 10.2605 2.9935 2.9635
O 9.6399 1.9760 3.7752
C 8.2812 1.8420 3.3916
H 14.2080 4.5576 6.4012
H 15.6269 3.8666 5.6229
H 14.6497 2.8261 6.4878
H 14.0701 2.5111 4.0690
H 14.0782 4.3431 3.7830
H 12.1527 1.3342 5.1418
H 10.8321 2.3897 5.8627
H 12.3890 2.4200 6.4889
H 12.0770 4.7176 6.0732
H 10.6529 4.6329 5.1055
H 12.9150 6.6187 4.8062
H 11.2347 6.7167 4.3439
H 12.4032 5.9941 3.2628
H 12.4143 2.2717 2.6971
H 11.9908 3.9907 2.4756
H 10.0852 2.7485 1.9160
H 9.8047 3.9524 3.2102
H 7.6675 2.5041 4.0025
H 8.0336 0.8124 3.6501
H 8.0569 2.0617 2.3478
C -0.7780 3.1836 5.9166
C -1.9079 4.2235 6.1783
N -3.0592 4.3480 5.2088
C -3.7637 2.9999 5.1305
C -4.0099 5.3845 5.8335
C -5.0352 4.9760 7.0202
C -2.6205 4.5841 3.7025
C -1.7143 5.7823 3.5198
O -2.2922 6.9827 4.1000
C -1.5251 8.2034 3.7751
H -1.0649 2.1330 5.8701
H -0.0408 3.3219 6.7075
H -0.2986 3.2699 4.9415
H -1.6219 5.2726 6.1036
H -2.2081 3.9959 7.2011
H -4.1617 2.6576 6.0857
H -3.0889 2.2316 4.7531
H -4.5759 3.1720 4.4242
H -4.6057 5.7157 4.9829
H -3.4958 6.2604 6.2290
H -5.8766 4.3815 6.6641
H -5.5972 5.7829 7.4903
H -4.4700 4.4927 7.8171
H -3.5116 4.6802 3.0820
H -2.2089 3.6857 3.2427
H -1.4876 5.8763 2.4578
H -0.7205 5.6675 3.9525
H -1.5584 8.3047 2.6903
H -0.4829 8.2817 4.0846
H -2.1734 9.0332 4.0566
C -7.8319 -9.0524 6.1551
C -8.3875 -7.7268 5.5251
N -8.7904 -7.9499 4.0040
C -9.8852 -9.0314 3.9583
C -9.3233 -6.6750 3.2648
C -10.7572 -6.2144 3.6095
C -7.5803 -8.4764 3.2147
C -6.2693 -7.6473 3.2569
O -6.5400 -6.2963 2.8717
C -5.4588 -5.3482 3.1431
H -7.5193 -8.7556 7.1562
H -6.9668 -9.4184 5.6023
H -8.4847 -9.9029 6.3521
H -7.6476 -6.9333 5.4207
H -9.2214 -7.2439 6.0346
H -10.6575 -8.5959 4.5923
H -9.4821 -9.9696 4.3397
H -10.2792 -9.2210 2.9599
H -9.1905 -6.8547 2.1980
H -8.6829 -5.8152 3.4614
H -10.9590 -5.3535 2.9721
H -10.9888 -5.9687 4.6458
H -11.5618 -6.9099 3.3707
H -7.9313 -8.7283 2.2140
H -7.4277 -9.5124 3.5173
H -5.5554 -8.1536 2.6072
H -5.8258 -7.7009 4.2511
H -5.3775 -4.5400 2.4162
H -4.4492 -5.7581 3.1724
H -5.5712 -4.8121 4.0855
C 2.6833 4.5758 -4.1276
C 2.2442 5.7392 -5.0577
N 0.6934 5.8652 -5.4305
C 0.0613 4.4523 -5.7093
C -0.0880 6.3613 -4.1398
C -1.4795 6.8009 -4.4281
C 0.4854 6.7902 -6.6606
C 1.0099 8.2360 -6.3981
O 2.3648 8.3012 -6.3951
C 2.8396 9.5621 -6.2217
H 2.2027 4.6311 -3.1508
H 3.7658 4.6235 -4.0097
H 2.3906 3.6165 -4.5544
H 2.7277 5.6104 -6.0260
H 2.5821 6.6424 -4.5497
H -0.1811 3.8924 -4.8060
H 0.6537 3.8997 -6.4385
H -0.8864 4.6465 -6.2116
H 0.5213 7.1922 -3.7842
H -0.1761 5.6361 -3.3309
H -1.9434 6.5791 -5.3892
H -1.5741 7.8744 -4.2647
H -2.1861 6.3244 -3.7486
H -0.5685 6.8349 -6.9351
H 1.1180 6.3356 -7.4229
H 0.6383 8.5303 -5.4166
H 0.5025 8.8889 -7.1083
H 3.9094 9.4964 -6.0232
H 2.4126 10.1362 -5.3994
H 2.6407 10.1723 -7.1027
C 2.4226 -3.6602 -4.8640
C 1.9738 -4.8082 -3.9838
N 2.8504 -6.1143 -4.0780
C 2.2497 -7.0126 -3.0323
C 2.7256 -6.7188 -5.4934
C 1.3691 -7.3880 -5.9818
C 4.2991 -5.8827 -3.6554
C 4.5408 -4.9019 -2.4806
O 5.9551 -4.9058 -2.2353
C 6.3841 -4.2953 -1.0731
H 1.9612 -3.7271 -5.8492
H 3.4912 -3.4458 -4.8811
H 1.9320 -2.8219 -4.3694
H 0.9401 -5.1367 -4.0918
H 2.0342 -4.5035 -2.9390
H 1.2862 -7.2102 -3.5021
H 2.2130 -6.5023 -2.0698
H 2.8134 -7.9442 -3.0834
H 3.5104 -7.4729 -5.5521
H 2.9744 -5.8777 -6.1406
H 1.3846 -7.7803 -6.9986
H 0.5292 -6.6970 -5.9091
H 1.1124 -8.2957 -5.4356
H 4.7830 -5.4702 -4.5408
H 4.7370 -6.8468 -3.3968
H 3.9630 -5.3347 -1.6639
H 4.1605 -3.8835 -2.5599
H 7.3684 -4.6064 -0.7234
H 5.7842 -4.5440 -0.1977
H 6.4392 -3.2138 -1.1979
C -5.1719 -3.7362 -4.1803
C -4.7721 -2.1867 -4.2680
N -6.0211 -1.3268 -4.5611
C -7.0252 -1.4852 -3.3530
C -5.5309 0.1567 -4.4857
C -6.5218 1.1947 -4.9569
C -6.8186 -1.6140 -5.8525
C -6.0790 -1.3616 -7.2110
O -4.8204 -1.9771 -7.2273
C -3.9286 -1.2818 -8.0901
H -4.3283 -4.2652 -3.7370
H -5.4477 -4.2560 -5.0979
H -5.8990 -3.9881 -3.4084
H -3.9591 -1.9574 -4.9568
H -4.6004 -1.7965 -3.2648
H -6.3528 -1.5531 -2.4978
H -7.6517 -2.3758 -3.4029
H -7.7097 -0.6380 -3.3965
H -4.6366 0.2151 -5.1060
H -5.1109 0.3058 -3.4910
H -6.2008 2.2268 -5.0979
H -7.4668 1.2531 -4.4169
H -6.9630 1.1149 -5.9505
H -7.7180 -0.9985 -5.8702
H -7.1304 -2.6573 -5.8022
H -6.0153 -0.2767 -7.2949
H -6.7137 -1.7959 -7.9834
H -4.2138 -1.2135 -9.1399
H -2.9266 -1.7076 -8.0378
H -3.9213 -0.2831 -7.6535
O 1.5696 -3.5189 5.1816
C 2.2919 -4.6108 5.1337
O 2.4147 -5.4210 6.0764
O 2.8977 -4.7302 4.0985
H 2.0712 -3.3890 4.3734



Entry 2:
208
Properties=species:S:1:pos:R:3 method="wB97M-V/def2-TZVPD" gap_ev=8.97 e_homo_ha=-0.309 charge=0 de_lowest_ev=1.118 energy_ha=-3992.8512
C -17.2655 -9.2147 8.2442
O -17.7028 -8.9088 9.5043
C -17.8323 -10.0998 10.3233
C -18.2342 -9.7325 11.7290
N -19.1606 -10.7624 12.3476
C -19.5804 -10.5840 13.7280
C -20.2929 -11.8623 14.0772
O -20.7802 -11.8904 15.3644
C -22.0865 -11.3635 15.5002
H -17.8545 -9.9304 7.7566
H -16.3469 -9.8072 8.3338
H -17.2240 -8.3292 7.6461
H -16.8557 -10.5759 10.3120
H -18.5555 -10.7350 9.8019
H -18.6098 -8.7293 11.6799
H -17.3379 -9.6575 12.3427
H -19.9907 -10.8612 11.7934
H -20.2447 -9.7300 13.8566
H -18.5929 -10.4991 14.2754
H -19.4844 -12.5976 14.0021
H -21.1278 -12.0541 13.3941
H -22.0434 -10.2995 15.7675
H -22.6510 -11.9087 16.2815
H -22.6321 -11.2385 14.5877
C -18.7823 -7.3320 15.2157
O -19.0951 -6.0408 15.4031
C -19.1791 -5.6463 16.7739
C -19.9859 -4.3545 16.8745
N -21.3716 -4.4142 16.1905
C -21.3161 -4.3004 14.7177
C -22.7154 -4.1479 14.1659
O -23.2817 -2.9561 14.6110
C -24.5502 -2.6876 14.0836
H -17.7709 -7.5410 15.5899
H -18.7290 -7.6260 14.1588
H -19.4251 -7.9777 15.7774
H -18.1901 -5.5232 17.1979
H -19.7622 -6.4363 17.2169
H -19.4467 -3.5400 16.4249
H -20.1855 -4.0671 17.8799
H -21.9741 -3.6835 16.6253
H -20.9035 -5.2239 14.3694
H -20.6362 -3.5084 14.4970
H -23.2967 -4.9900 14.5898
H -22.7826 -4.1366 13.0718
H -25.0027 -1.8355 14.5973
H -25.1812 -3.5371 14.2221
H -24.5230 -2.4716 13.0331
C -36.4561 -10.9572 14.0513
O -35.1910 -10.4612 14.4147
C -34.9867 -10.9413 15.7509
C -33.6662 -10.4637 16.2590
N -32.6095 -11.1937 15.6062
C -31.3254 -10.4793 15.8737
C -30.1423 -11.1048 15.1655
O -30.1628 -10.6312 13.8342
C -29.0716 -11.2252 13.1264
H -36.5386 -12.0581 14.0955
H -36.6150 -10.6332 12.9704
H -37.1926 -10.3985 14.6308
H -35.0287 -12.0039 15.8203
H -35.8564 -10.4681 16.2548
H -33.4870 -10.6072 17.3306
H -33.5586 -9.4277 16.0446
H -32.6554 -11.1158 14.5595
H -31.2011 -10.3947 16.9793
H -31.3799 -9.5002 15.4378
H -30.2830 -12.1633 15.1214
H -29.1286 -10.8447 15.6130
H -28.0963 -10.8009 13.4166
H -29.2607 -11.0115 12.1353
H -29.0603 -12.3034 13.2418
C -20.5262 -5.7949 11.7640
O -19.1920 -6.1373 12.0735
C -18.2811 -5.5468 11.1405
C -16.8976 -5.9136 11.5562
N -16.3810 -5.3221 12.7388
C -14.9944 -5.5701 13.0134
C -14.4143 -5.0694 14.3506
O -15.0632 -5.8524 15.3691
C -14.4266 -5.6800 16.5910
H -21.2767 -6.1143 12.4945
H -20.7537 -6.2685 10.7796
H -20.6331 -4.7426 11.7506
H -18.3203 -4.4729 11.0817
H -18.5131 -5.9336 10.1515
H -16.2983 -5.6158 10.6988
H -16.8199 -7.0132 11.5075
H -16.9219 -5.4710 13.5540
H -14.3885 -5.0086 12.2615
H -14.7123 -6.5976 12.8912
H -14.6226 -3.9777 14.5499
H -13.3698 -5.3225 14.4072
H -13.4311 -6.2232 16.5419
H -15.0168 -6.1722 17.3616
H -14.2444 -4.6373 16.8372
C -26.5570 -11.5894 9.6482
O -26.9381 -10.6078 10.5331
C -25.9557 -9.6770 11.0098
C -26.7560 -8.5675 11.7057
N -25.9728 -7.3232 12.0574
C -25.8387 -6.5517 10.8219
C -24.7271 -5.5245 11.0859
O -24.3105 -4.8399 9.8554
C -23.1568 -3.9236 10.0890
H -25.9122 -12.3010 10.0982
H -26.1147 -11.1032 8.7360
H -27.4035 -12.0960 9.1426
H -25.3759 -9.3059 10.1601
H -25.2843 -10.2089 11.6638
H -27.1822 -9.0376 12.5740
H -27.5320 -8.1991 11.0142
H -25.0874 -7.6076 12.4256
H -26.7986 -5.9829 10.7425
H -25.7101 -7.0515 9.8057
H -23.8721 -6.0695 11.5061
H -25.0317 -4.7740 11.8307
H -22.2887 -4.5026 10.3930
H -23.2975 -3.3173 10.9375
H -22.9998 -3.3916 9.1318
C -21.5885 -9.5908 18.5122
O -22.5770 -8.5954 18.6860
C -22.0047 -7.2778 19.1482
C -23.0635 -6.6446 20.0768
N -23.1525 -7.5452 21.1688
C -24.0921 -7.1986 22.2325
C -25.5950 -7.6637 22.0864
O -26.1115 -7.1315 20.9073
C -27.4989 -7.4709 20.7531
H -20.7345 -9.4302 17.8500
H -22.1404 -10.4091 18.0629
H -21.2462 -9.9191 19.4548
H -21.7188 -6.7262 18.2428
H -21.1420 -7.4990 19.7929
H -23.9941 -6.4659 19.5090
H -22.6982 -5.5921 20.4130
H -23.1565 -8.5234 20.8608
H -24.1699 -6.1396 22.3697
H -23.6637 -7.6092 23.1384
H -26.0908 -7.3011 22.9750
H -25.5661 -8.7411 22.0707
H -28.1608 -6.8857 21.4972
H -27.6128 -8.5248 20.9360
H -27.6176 -7.2231 19.7094
C -28.8259 -7.6244 15.2232
O -27.9793 -8.4978 15.9898
C -26.8709 -7.8393 16.4752
C -26.1978 -8.7149 17.5197
N -25.6799 -9.8992 16.8642
C -24.9733 -10.8777 17.7194
C -25.6648 -11.3168 18.9455
O -26.7966 -12.1254 18.7367
C -27.5679 -12.2869 19.8531
H -29.2555 -6.8807 15.8734
H -29.5516 -8.2023 14.6239
H -28.1189 -7.1747 14.4924
H -27.1964 -6.8574 16.8463
H -26.1631 -7.7779 15.6174
H -26.9073 -8.8260 18.3153
H -25.3589 -8.2095 18.0074
H -26.4856 -10.3590 16.5121
H -24.0789 -10.3439 18.0623
H -24.6959 -11.7865 17.1585
H -25.9933 -10.4662 19.5982
H -25.0158 -11.9573 19.5229
H -28.4013 -12.8800 19.5126
H -27.8850 -11.3820 20.2840
H -27.1166 -12.8592 20.6256
C -25.8624 -12.6372 14.4193
O -24.7645 -13.4226 14.8151
C -25.0691 -14.7549 15.1709
C -23.8491 -15.4672 15.7184
N -22.6838 -15.2468 14.8579
C -21.4518 -15.8862 15.3402
C -20.1957 -15.6857 14.5050
O -20.1801 -16.5185 13.4013
C -20.9772 -15.9212 12.3496
H -25.5046 -11.7523 13.8900
H -26.4126 -12.2790 15.3007
H -26.5320 -13.1857 13.7435
H -25.4003 -15.3001 14.2663
H -25.8571 -14.6841 15.8955
H -24.0626 -16.5289 15.7472
H -23.6403 -15.2450 16.7891
H -22.5370 -14.2419 14.8610
H -21.6454 -16.9175 15.3685
H -21.2689 -15.5663 16.3750
H -19.3805 -16.0493 15.0528
H -19.9636 -14.5715 14.3540
H -20.7637 -16.4589 11.4237
H -20.7799 -14.8593 12.2772
H -22.1057 -16.0257 12.5627
N -23.9147 -8.9131 14.7281
C -23.1833 -7.8118 14.7699
N -23.2606 -7.0463 15.9057
O -22.5683 -7.3801 13.8098
H -23.8130 -9.4992 13.9270
H -24.5339 -9.0928 15.4732
H -22.6606 -6.2280 16.0409
H -23.2681 -7.5341 16.7985
N -21.8572 -8.6875 11.2833
C -22.3692 -9.9010 11.0856
N -22.2844 -10.4040 9.8092
O -22.9249 -10.5492 11.9752
H -22.1338 -8.2216 12.1361
H -21.1920 -8.3172 10.5825
H -22.7177 -11.2861 9.5907
H -22.0999 -9.7407 9.0947